Molecular formula: C12H101ClIO40P3Si2
Method: DFT, ωB97M-V/def2-TZVPD

The geometry in XYZ format:
```
160
Properties=species:S:1:pos:R:3
I 6.6237 -4.9070 -1.0941
O -6.0263 1.1605 0.6532
H 6.5114 -0.9720 -0.2878
H 5.5841 0.3015 2.6069
H -5.4185 -0.3620 -0.6446
H 2.5940 0.0441 -1.2164
C -2.2198 -4.0366 0.5712
H 1.3041 3.9000 -3.1176
O -3.7521 8.9249 -6.9347
H -3.1587 -3.7156 0.1318
H 3.6189 -1.0643 -2.1059
O 0.2322 -0.8350 6.9214
H 2.4428 2.7296 -0.1976
C 2.4369 2.0635 1.8306
C 4.7758 -2.9599 0.3984
C 3.4626 -0.6018 -1.1304
C -0.1671 -1.1932 0.8555
H 6.6992 -7.0562 0.4378
O -2.7655 -7.2372 0.8036
H -4.3933 5.0964 -6.9994
O -5.0990 -0.8532 -1.4136
H 10.5408 -3.5800 0.1177
O -2.8009 -8.3830 -4.9175
H -2.4348 2.7592 3.6844
O -6.7208 8.9638 -5.0305
H -2.1677 3.4766 -2.2470
H -1.9280 -0.0712 1.3572
H -4.2086 7.2263 -5.3634
O 5.7502 0.4666 1.6725
H 5.3118 -2.6964 1.3112
H -1.4335 -1.2520 -3.6043
H -0.3573 -6.4297 -0.9984
O -1.3558 6.5755 6.4871
Si 3.2393 -1.8969 0.1805
O 0.1794 -7.6936 2.6486
O -0.8790 3.3338 6.5999
O 0.3600 -8.3498 -4.7239
H -0.1456 7.8642 4.9274
O -1.9837 6.0567 -2.3288
O -1.1016 2.3946 1.3725
H 0.0044 5.2457 2.7723
P 0.4703 -1.2957 -2.5488
H -2.2404 -7.6815 -4.5508
H -0.5908 6.0212 6.6737
H -0.4087 -8.3278 2.2224
H 1.8867 1.8604 7.2604
O 0.5678 5.2255 8.5323
O -0.0955 4.6666 3.5358
H -3.6411 6.9174 -3.9782
H -4.4712 -1.4899 -1.0573
O 0.3153 -3.6188 3.2295
H -4.6398 7.3158 -7.9700
H -3.8420 0.0981 -2.8372
H -2.6683 -9.1316 -4.3298
H -2.5315 3.8235 -4.2434
H -3.6830 4.8035 -5.6945
H -0.5877 3.9146 3.1836
H -2.0930 6.1342 6.9198
H -5.7341 1.7834 1.3264
O 2.6297 2.2306 -2.8344
H 4.3264 0.0070 -0.8550
H -0.5490 -6.8131 -3.3432
O -1.1348 -0.9274 -2.7448
O 0.3904 4.2122 -3.1179
H 0.6452 -0.6291 1.3152
H 9.1027 -4.0182 0.3668
H -1.1842 6.1464 -2.8605
H 3.0764 3.4937 -4.9539
H -3.5692 -7.4338 0.3119
O 1.8360 1.6346 6.3252
H -1.1415 -5.0309 3.4366
O -4.3999 7.3206 -4.4217
H -0.4410 1.1678 2.9511
O -1.2368 1.9928 -1.1710
H -2.3433 0.3079 -2.9856
H 0.4499 -7.7632 -5.4815
H 2.1374 1.8815 -2.0821
H 6.1534 1.3405 1.6498
H 0.0030 5.1069 9.3025
O 3.2724 -6.6919 -1.0212
O -1.2042 -6.1890 -3.6791
O 6.2568 -7.8233 0.8283
H -1.4009 3.7979 5.9289
H 2.8572 2.9037 2.3812
H 0.6699 -3.4545 2.3484
H 3.4968 -7.5755 -0.7117
H -1.9039 -0.4725 -0.3479
H 3.2134 2.9046 -2.4655
H -4.1511 3.5267 -0.5208
O -4.5174 -2.7273 2.3271
P -0.9337 -4.0793 -0.7397
H -4.2403 -2.0832 2.9862
O -3.1916 0.6293 -3.3119
H -0.7820 -5.3241 -3.5941
H -5.4791 -2.7011 2.3594
H 5.3040 -2.6957 -1.7272
O -5.2640 6.6065 -8.1862
H -2.0592 2.1767 5.0279
O -2.7211 2.7398 4.6041
O -3.2890 3.7451 -3.6487
O -1.7968 -5.7138 3.2380
O 0.7265 7.7715 4.5247
O 9.8319 -3.5299 0.7659
O 0.8920 1.4318 0.0678
Cl 0.6430 -2.9554 -3.8003
H 7.4661 -2.2872 0.3708
H -3.7748 2.9835 -3.9907
H 4.3055 -6.2847 3.1348
H 0.9797 -4.1702 3.6578
H -1.3865 -6.5380 3.5239
C -1.2767 -0.1607 0.4874
C 0.1135 -5.5706 -0.5268
H -1.8279 3.9436 -0.5999
H 1.0947 -5.4150 -0.9731
H -3.7892 9.0124 -5.9741
H 0.8129 6.8245 4.3780
H -0.9326 -0.1764 3.5265
H 3.2611 1.4038 1.5542
H -2.3405 -5.0634 0.9063
H -0.2801 -0.3651 6.2558
H -0.5730 -1.8425 1.6325
H -1.9641 -3.4639 1.4591
H 0.8876 -7.5658 2.0087
H -2.4482 5.3040 -2.7077
H 6.9126 -8.2218 1.4103
H 7.5903 -1.8928 -1.3537
Si 0.4314 -2.3448 -0.5082
H 1.7889 1.4895 2.4925
H 1.0891 2.1575 6.0032
C 1.7128 2.5184 0.5842
C -2.1642 3.1169 -1.2200
O 1.9781 -2.9198 -0.2306
H -0.1822 3.9570 6.8424
H -0.0754 3.5352 -2.6143
O 3.4888 4.2915 -4.6040
H -6.9192 9.5490 -4.2944
H 3.4252 4.9362 -5.3148
C -3.5711 2.6733 -0.8725
C 6.9095 -1.9637 -0.5073
H -3.5584 1.9446 -0.0631
H 1.1726 5.9340 8.7735
H 0.2698 -5.7992 0.5287
H -5.8291 6.9954 -8.8591
H 1.1313 3.4254 0.7301
O 4.5507 -5.8881 2.2937
O -3.6247 4.6360 -6.6398
H -0.0670 -9.1362 -5.0780
H -4.0662 2.2369 -1.7348
H 4.0677 -6.1763 -0.8414
H 2.9342 -1.2798 1.4935
C 5.7629 -2.9216 -0.7685
H -5.9131 8.5027 -4.7646
P -0.6845 1.5358 0.2404
H -3.0553 -7.0712 1.7090
H -6.9766 1.3033 0.5913
H 5.0986 -6.5619 1.8609
O -0.5081 0.6533 3.7658
H 0.9170 -0.1965 7.1513
H -3.4996 9.8013 -7.2397
H 4.4244 -3.9820 0.5468
```

Computed properties:
Net charge ... 0
Energy above the lowest of the compared OMol25 structures with the same formula, charge and spin ... 0.0 kJ/mol
LUMO level ... -0.00227 Eh
Frontier orbital gap ... 7.6769 eV